one | The following is a DFT calculation (ωB97M-V/def2-TZVPD) of a cluster of 2 separate species, C3H9NS2 in total.

Geometry (Å):
C: -1.00 -3.58 -1.89
N: -1.02 -2.79 -0.93
C: -2.17 -1.79 -0.73
H: -0.38 -4.58 -1.89
H: -1.60 -3.42 -2.76
H: -2.80 -1.81 -1.82
H: -3.04 -1.94 0.05
H: -1.57 -0.86 -0.51
C: 2.77 3.12 2.20
S: 1.59 4.02 1.05
S: 0.75 2.42 -0.16
H: 2.91 3.92 3.05
H: 2.43 2.13 2.41
H: 3.58 2.91 1.54
H: -0.44 2.24 0.40

## Properties
SMILES string   C=NC.CSS
Highest occupied orbital energy   -9.1 eV
Spin multiplicity   1
LUMO   0.286 eV
Charge   0



two | The following is a DFT calculation (ωB97M-V/def2-TZVPD) of a cluster of 2 separate species, C3H9NS2 in total.

Geometry (Å):
C: 2.01 1.65 -1.52
N: 0.75 1.66 -1.20
C: 0.46 2.56 -0.03
H: 2.45 1.07 -2.44
H: 2.70 2.27 -0.95
H: 0.14 3.50 -0.36
H: 1.15 2.67 0.81
H: -0.48 2.08 0.55
C: -1.90 -0.79 -0.76
S: -1.21 -1.11 0.88
S: 0.63 -1.31 0.85
H: -1.42 -0.02 -1.32
H: -2.88 -0.61 -0.63
H: -1.94 -1.70 -1.45
H: 0.89 -2.57 0.44

## Properties
SMILES string   C=NC.CSS
Highest occupied orbital energy   -8.6 eV
Spin multiplicity   1
LUMO   0.769 eV
Charge   0



three | The following is a DFT calculation (ωB97M-V/def2-TZVPD) of a cluster of 2 separate species, C3H9NS2 in total.

Geometry (Å):
C: 0.57 -1.25 4.14
C: 1.75 -0.69 4.49
N: 2.96 -1.39 4.39
H: 0.41 -2.28 4.48
H: -0.30 -0.64 3.98
H: 1.87 0.39 4.51
H: 2.95 -2.22 3.81
H: 3.76 -0.84 4.12
C: -2.45 1.65 -5.47
S: -2.68 1.62 -3.67
S: -1.24 0.30 -3.02
H: -3.25 2.10 -6.04
H: -1.57 2.25 -5.72
H: -2.15 0.62 -5.73
H: -0.63 0.36 -4.26

## Properties
SMILES string   C=CN.CSS
Highest occupied orbital energy   -8.1 eV
Spin multiplicity   1
LUMO   0.554 eV
Charge   0



Most stable one: three, least stable one: one.



one | The following is a DFT calculation (ωB97M-V/def2-TZVPD) of a cluster of 3 separate species, C3H9NS2 in total.

Geometry (Å):
S: 3.88 0.42 -0.09
S: -3.23 0.34 -0.48
C: -1.70 -0.13 0.17
C: -0.35 0.54 -0.39
C: 0.91 0.02 0.29
N: 1.13 -1.41 0.11
H: -2.63 2.09 -1.28
H: -1.76 0.11 1.23
H: -1.75 -1.23 0.03
H: -0.34 0.38 -1.47
H: -0.35 1.60 -0.04
H: 1.92 0.41 -0.08
H: 1.04 0.21 1.32
H: 2.01 -1.53 -0.34
H: 1.22 -1.84 1.01

## Properties
Highest occupied orbital energy   -9.1 eV
Spin multiplicity   1
LUMO   -3.296 eV
Charge   0



two | The following is a DFT calculation (ωB97M-V/def2-TZVPD) of an isolated molecule of C3H9NS2.

Geometry (Å):
N: -1.13 -1.66 0.89
C: -1.14 -1.23 -0.60
C: -0.27 -0.13 -1.02
C: 0.92 0.26 -0.06
S: 1.37 2.06 -0.51
S: 1.06 3.33 1.03
H: -1.23 -0.87 1.60
H: -0.37 -2.28 0.95
H: -2.24 -1.01 -0.89
H: -0.93 -2.07 -1.25
H: -0.71 0.75 -0.86
H: 0.11 -0.11 -2.02
H: 1.83 -0.29 -0.43
H: 0.96 0.49 1.06
H: 1.78 2.77 2.12

## Properties
SMILES string   NCCCSS
Highest occupied orbital energy   -8.5 eV
Spin multiplicity   1
LUMO   0.542 eV
Charge   0



three | The following is a DFT calculation (ωB97M-V/def2-TZVPD) of a cluster of 2 separate species, C3H9NS2 in total.

Geometry (Å):
N: -0.95 -0.20 0.97
C: -0.38 0.80 0.12
C: 1.12 1.05 0.42
C: -0.71 0.19 -1.35
S: -2.37 0.62 -1.66
S: 0.93 -2.45 0.39
H: -0.70 -1.18 0.68
H: -0.61 -0.12 1.92
H: -0.81 1.78 0.00
H: 1.24 1.02 1.50
H: 1.43 2.05 0.10
H: 1.79 0.31 0.00
H: -0.48 -0.88 -1.40
H: 0.10 0.67 -1.91
H: 0.39 -3.65 0.21

## Properties
Highest occupied orbital energy   -8.1 eV
Spin multiplicity   1
LUMO   -4.230 eV
Charge   0



Most stable one: two, least stable one: one.